A molecular structure, C39H35Cl3F4N3P2S2Ta in a non-equilibrium geometry. Source: the OMol25 dataset; level of theory: wB97M-V/def2-TZVPD.

Geometry as XYZ:
```
89
Properties=species:S:1:pos:R:3:lowdin_charge:R:1
Ta 1.409 -0.006 -0.626 1.3819
C 2.510 0.742 -4.019 -0.0941
C 1.270 1.455 -3.392 -0.2197
N 1.448 1.846 -1.952 -0.2783
C 0.255 2.752 -1.651 -0.2263
C 0.257 3.847 -0.554 -0.0953
C 2.740 2.599 -1.667 -0.1324
C 3.163 2.461 -0.231 -0.1800
N 3.029 1.012 0.057 -0.2025
C 3.744 0.525 1.161 -0.1856
C 3.526 -0.827 1.489 -0.1314
F 2.596 -1.452 0.671 -0.0943
C 4.104 -1.561 2.504 -0.2016
F 3.841 -2.840 2.683 0.1434
C 5.081 -0.884 3.236 0.1147
C 5.306 0.460 3.004 -0.2020
F 6.221 1.072 3.731 0.1477
C 4.579 1.164 2.063 -0.1256
F 4.708 2.505 2.010 0.0911
H 2.218 0.232 -4.978 0.1053
H 3.244 1.519 -4.288 0.0833
H 2.995 -0.079 -3.486 0.0289
H 1.078 2.377 -3.911 0.1127
H 0.378 0.808 -3.491 0.1176
H 0.049 3.275 -2.637 0.1346
H -0.629 2.118 -1.565 0.0665
H 0.997 4.641 -0.759 0.0858
H -0.760 4.330 -0.673 0.1118
H 0.355 3.505 0.468 -0.0383
H 3.408 2.046 -2.361 0.1123
H 2.637 3.595 -2.092 0.1435
H 4.194 2.773 -0.271 0.1336
H 2.634 3.069 0.489 0.0910
H 5.674 -1.324 3.990 0.1391
S 1.588 -2.020 -2.025 0.4169
P -0.482 -2.051 -1.529 0.6199
C -0.554 -0.586 -0.571 -0.7034
P -1.146 0.058 0.914 0.5762
S 0.554 1.042 1.474 0.5293
C -2.535 1.127 0.676 -0.3505
C -3.293 1.593 1.785 -0.0533
C -4.310 2.498 1.540 -0.0519
C -4.680 2.750 0.208 -0.0326
C -3.919 2.245 -0.867 -0.0587
C -2.878 1.403 -0.622 -0.1401
C -1.451 -1.223 2.180 -0.3293
C -2.741 -1.721 2.394 -0.0740
C -2.918 -2.695 3.363 -0.0623
C -1.884 -3.042 4.206 -0.0622
C -0.636 -2.456 4.121 -0.0435
C -0.438 -1.568 3.069 -0.1079
C -1.277 -2.017 -3.114 -0.3810
C -0.642 -2.636 -4.211 -0.0921
C -1.168 -2.467 -5.483 -0.0608
C -2.344 -1.777 -5.683 -0.0544
C -3.035 -1.246 -4.597 -0.0536
C -2.457 -1.268 -3.337 -0.0891
C -1.075 -3.548 -0.692 -0.3288
C -2.402 -3.890 -0.968 -0.0601
C -2.967 -4.870 -0.142 -0.0521
C -2.190 -5.607 0.752 -0.0580
C -0.858 -5.289 1.001 -0.0558
C -0.327 -4.231 0.273 -0.0864
H -3.112 1.230 2.803 0.1237
H -4.922 2.803 2.395 0.1243
H -5.543 3.444 0.021 0.1350
H -4.297 2.427 -1.900 0.1310
H -2.322 0.868 -1.386 0.0639
H -3.610 -1.386 1.814 0.1226
H -3.868 -3.173 3.517 0.1152
H -2.012 -3.760 5.016 0.1231
H 0.141 -2.757 4.795 0.1131
H 0.509 -1.079 2.989 0.0489
H 0.301 -3.112 -4.111 0.0678
H -0.677 -2.955 -6.347 0.1322
H -2.739 -1.763 -6.702 0.1250
H -4.012 -0.743 -4.732 0.1275
H -2.980 -0.856 -2.488 0.0923
H -2.939 -3.398 -1.753 0.0957
H -4.059 -5.082 -0.139 0.1286
H -2.659 -6.413 1.316 0.1195
H -0.244 -5.841 1.713 0.1227
H 0.743 -3.978 0.512 0.1227
Cl 4.031 5.153 4.479 0.6453
C 2.284 5.365 4.613 -1.5903
Cl 1.728 7.052 4.845 0.6331
Cl 1.606 4.338 5.893 0.6224
C 1.697 4.903 3.328 -0.3860
N 1.163 4.446 2.446 0.2032
```

## Properties
calculated total energy	-135704.486	eV
LUMO energy	-6.262	eV
total charge	+2
relative energy (zero: lowest compared OMol25 entry of this formula, charge and spin)	0.000	eV
gap between HOMO and LUMO	0.2753	Ha


A molecular structure, C39H36AsCl2N4O11S2SiW. Source: the OMol25 dataset; level of theory: wB97M-V/def2-TZVPD.

Geometry as XYZ:
```
97
Properties=species:S:1:pos:R:3:lowdin_charge:R:1
W 0.255 -0.261 0.533 1.8262
Cl 1.343 -3.267 4.307 0.7769
C 1.147 -1.569 4.423 -0.5776
C 1.232 -0.900 5.621 -0.0962
C 1.059 0.490 5.666 -0.5747
Cl 1.196 1.268 7.206 0.7353
C 0.795 1.250 4.541 -0.1609
C 0.649 2.695 4.465 -0.0132
C 0.341 3.253 3.300 -0.0221
C 0.108 2.485 2.029 -0.2216
N 0.501 1.083 2.088 -0.0318
C 0.712 0.550 3.331 -0.1543
C 0.881 -0.818 3.280 -0.3268
O 0.780 -1.280 2.042 -0.2877
H 1.432 -1.443 6.534 0.1137
H 0.814 3.295 5.349 0.1025
H 0.245 4.328 3.210 0.1249
H 0.697 2.962 1.239 0.1490
O -2.648 -1.670 -2.784 -0.2194
As -2.587 -0.867 -1.229 0.9840
O -3.195 0.633 -1.244 -0.3892
O -0.856 -0.970 -0.983 -0.5966
C -3.747 -2.001 -0.190 -0.2570
C -4.922 -2.378 -0.824 -0.0710
C -5.944 -2.960 -0.083 -0.0433
C -5.807 -3.149 1.283 -0.0373
C -4.632 -2.779 1.925 -0.0214
C -3.622 -2.204 1.178 -0.2712
S -2.033 -1.939 1.872 0.5541
O -2.085 -2.046 3.292 -0.2245
O -1.181 -2.862 1.138 -0.3297
O -1.693 -0.517 1.412 -0.4598
H -2.926 -1.043 -3.466 0.0548
H -5.047 -2.218 -1.886 0.1132
H -6.858 -3.256 -0.582 0.1158
H -6.611 -3.593 1.854 0.1178
H -4.485 -2.939 2.984 0.1246
C 1.153 0.514 -2.943 -0.1763
Si -0.077 1.731 -2.267 0.5322
C 0.621 3.474 -2.362 -0.1579
C -1.506 1.598 -3.475 -0.1692
N -0.559 1.506 -0.471 -0.1044
C -1.326 2.417 0.060 -0.2806
C -1.398 2.530 1.556 -0.1547
C -2.178 3.676 2.101 -0.0229
C -2.784 4.565 1.319 -0.0482
C -2.686 4.426 -0.119 0.0010
C -2.010 3.426 -0.713 -0.0360
H 1.328 0.864 -3.967 0.0573
H 0.707 -0.477 -3.009 0.0065
H 2.106 0.476 -2.425 0.0256
H 1.616 3.454 -2.811 0.0388
H 0.690 3.978 -1.397 0.0368
H -0.009 4.090 -3.006 0.0439
H -1.294 2.289 -4.297 0.0513
H -2.495 1.796 -3.075 0.0182
H -1.505 0.596 -3.913 0.0248
H -1.860 1.622 1.958 0.1541
H -2.260 3.730 3.179 0.1269
H -3.370 5.373 1.734 0.1140
H -3.190 5.154 -0.743 0.1233
H -2.000 3.369 -1.788 0.0806
O 3.214 -0.076 1.372 0.0634
C 2.992 0.762 0.528 -0.5473
O 1.818 0.808 -0.129 -0.3346
C 3.977 1.797 0.146 -0.1253
C 3.618 2.889 -0.626 -0.0164
C 4.538 3.886 -0.957 0.0357
C 5.815 3.721 -0.483 -0.2072
O 6.883 4.534 -0.662 0.0507
C 7.983 3.919 0.021 -0.1042
O 7.497 2.723 0.630 0.0468
C 6.179 2.626 0.294 -0.1942
C 5.290 1.649 0.634 0.0926
H 2.598 2.968 -0.962 0.0678
H 4.264 4.745 -1.553 0.1250
H 8.353 4.596 0.790 0.1407
H 8.762 3.673 -0.701 0.1406
H 5.560 0.801 1.246 0.1392
N 1.415 -3.053 -2.773 0.1623
C 1.003 -3.038 -1.512 -0.7113
S 1.856 -1.985 -0.400 0.8588
N 0.096 -3.884 -1.071 0.0976
C -0.602 -4.866 -1.843 -0.2176
C 0.088 -5.832 -2.565 -0.0320
C -0.623 -6.781 -3.286 -0.0640
C -2.009 -6.779 -3.265 -0.0685
C -2.689 -5.832 -2.510 -0.0545
C -1.988 -4.873 -1.799 -0.0043
H 2.076 -2.353 -3.067 0.1044
H 1.001 -3.669 -3.454 0.1171
H -0.234 -3.716 -0.123 0.0962
H 1.170 -5.869 -2.530 0.1222
H -0.088 -7.535 -3.847 0.1119
H -2.559 -7.525 -3.822 0.1104
H -3.770 -5.840 -2.476 0.1112
H -2.508 -4.133 -1.205 0.0961
```

## Properties
calculated total energy	-186765.845	eV
LUMO energy (spin up / spin down)	-4.146 / -4.248	eV
total charge	+1
relative energy (zero: lowest compared OMol25 entry of this formula, charge and spin)	2.113	eV
gap between HOMO and LUMO (spin up / spin down)	0.2245 / 0.2200	Ha